# 1
Here is the molecule C5H11NO at a distorted geometry from the Open Molecules 2025 dataset. Energies are from the ωB97M-V functional and the def2-TZVPD basis.

Last column: Mulliken charge in e.
Element x y z (Å)
C -1.880 0.769 -0.509  0.05
C -1.990 -0.555 0.158  -0.18
C -0.498 -0.823 0.104  -0.96
O -1.445 1.064 -1.629  -0.61
H 0.289 1.285 -1.501  0.35
H -2.317 1.567 0.117  0.31
H -2.367 -0.464 1.176  0.28
H -2.593 -1.244 -0.441  0.26
H -0.214 -1.303 -0.826  0.24
H -0.247 -1.515 0.914  0.44
C 2.053 -0.293 0.865  -1.49
C 0.880 0.413 0.226  0.19
N 1.174 0.997 -1.003  -0.60
H 1.675 0.364 -1.619  0.27
H 0.435 1.148 0.896  0.33
H 2.851 0.420 1.066  0.39
H 1.756 -0.762 1.801  0.37
H 2.439 -1.069 0.204  0.35

HOMO energy   -0.30962 Ha
ΔE to the lowest compared entry with this formula, charge and spin   60.2 kcal/mol
HOMO-LUMO gap   9.323 eV

---

# 2
Here is the molecule C17H14BFINO7 from the Open Molecules 2025 dataset. Energies are from the ωB97M-V functional and the def2-TZVPD basis.

Last column: Mulliken charge in e.
Element x y z (Å)
C 3.981 -2.064 -2.047  -0.69
O 2.981 -1.037 -1.931  -0.43
B 2.085 -1.163 -0.920  0.88
O 1.805 -2.424 -0.415  -0.57
C 1.383 0.118 -0.300  0.91
C 2.178 1.207 0.099  -0.42
C 3.681 1.265 -0.063  -1.07
C 4.048 2.186 -1.185  -0.11
N 4.726 3.228 -0.958  -0.61
C 1.543 2.309 0.691  0.45
F 2.285 3.351 1.091  -0.36
C 0.181 2.362 0.908  -1.00
C -0.588 1.286 0.484  0.69
C -0.010 0.177 -0.126  -0.78
C -0.924 -0.881 -0.600  0.70
O -0.660 -1.646 -1.490  -0.56
C -2.263 -0.966 0.061  0.58
C -2.980 -2.280 -0.065  -1.17
C -4.117 -2.219 -1.075  0.22
O -5.166 -2.710 -0.901  -0.42
I -3.808 -1.133 -2.932  -0.03
C -2.806 0.079 0.692  0.57
C -4.161 0.078 1.330  -1.16
C -4.117 -0.050 2.831  0.46
O -4.588 -0.977 3.403  -0.50
O -3.541 0.990 3.514  -0.47
C -2.052 1.364 0.729  0.31
O -2.601 2.408 0.968  -0.60
H 4.452 -2.233 -1.085  0.31
H 3.563 -2.983 -2.439  0.27
H 4.715 -1.708 -2.759  0.26
H 1.966 -2.488 0.531  0.33
H 4.102 1.702 0.838  0.29
H 4.125 0.285 -0.181  0.42
H 3.703 1.965 -2.195  0.47
H 4.869 3.752 -1.819  0.27
H -0.279 3.211 1.384  0.61
H -2.292 -3.027 -0.449  0.36
H -3.405 -2.581 0.884  0.43
H -4.818 -0.676 0.921  0.44
H -4.614 1.043 1.095  0.39
H -2.582 0.881 3.480  0.34

HOMO energy   -0.35512 Ha
ΔE to the lowest compared entry with this formula, charge and spin   5.7 kcal/mol
HOMO-LUMO gap   8.058 eV

---

# 3
Here is the molecule C2H4F2N2S at a distorted geometry from the Open Molecules 2025 dataset. Energies are from the ωB97M-V functional and the def2-TZVPD basis.

Last column: Mulliken charge in e.
Element x y z (Å)
C 1.082 -0.358 0.116  0.38
C -1.528 -0.912 -0.189  0.27
N 1.380 0.899 0.329  -0.38
N -0.561 -0.644 0.757  -0.45
F -1.566 -2.132 -0.765  -0.26
F -2.753 -0.854 0.420  -0.26
S 1.704 -1.615 -0.611  -0.27
H -1.375 -0.251 -1.083  0.22
H 0.901 1.375 1.132  0.28
H 2.198 1.344 -0.148  0.26
H -0.624 -1.446 1.320  0.21

HOMO energy   -0.32682 Ha
ΔE to the lowest compared entry with this formula, charge and spin   30.9 kcal/mol
HOMO-LUMO gap   9.221 eV

---

# 4
Here is the molecule C6H10O from the Open Molecules 2025 dataset. Energies are from the ωB97M-V functional and the def2-TZVPD basis.

Last column: Mulliken charge in e.
Element x y z (Å)
C 0.564 -0.474 -1.606  -0.44
C 0.516 0.983 -1.745  -0.52
C 1.181 0.406 -0.490  -0.20
C 0.489 0.404 0.761  -0.02
C -0.925 0.476 0.986  -0.64
C -1.064 -1.106 1.532  -0.41
O -0.323 -1.848 0.746  -0.72
H -0.295 -1.049 -1.272  0.19
H 1.305 -1.038 -2.162  0.26
H 1.204 1.470 -2.429  0.26
H -0.428 1.501 -1.599  0.20
H 2.265 0.421 -0.446  0.48
H 1.110 0.385 1.657  0.33
H -1.211 1.154 1.794  0.37
H -1.532 0.625 0.091  0.28
H -0.707 -0.958 2.579  0.26
H -2.150 -1.352 1.605  0.31

HOMO energy (spin up / spin down)   -0.28293 / -0.28306 Ha
ΔE to the lowest compared entry with this formula, charge and spin   95.9 kcal/mol
HOMO-LUMO gap (spin up / spin down)   7.026 / 7.031 eV

---

# 5
Here is a structure of composition C4H10N4 at a distorted geometry from the Open Molecules 2025 dataset. Energies are from the ωB97M-V functional and the def2-TZVPD basis.

Last column: Mulliken charge in e.
Element x y z (Å)
C -1.437 -0.456 0.627  -0.04
C 1.375 1.347 0.957  -0.88
N 0.907 0.033 0.576  -0.30
C -1.016 0.348 -0.551  0.17
N -1.396 -1.747 0.514  -0.38
C 0.346 -0.141 -0.985  -0.08
N -1.712 1.330 -0.931  -0.75
N 0.294 -1.461 -1.387  -0.74
H 1.597 -0.697 0.729  0.22
H -1.962 0.062 1.425  0.40
H -1.669 -2.299 1.317  0.22
H -0.559 -2.013 -0.448  0.46
H -1.307 1.786 -1.749  0.27
H 1.205 -1.803 -1.669  0.19
H 0.883 0.584 -1.620  0.35
H 1.747 1.347 1.985  0.31
H 0.536 2.047 0.911  0.29
H 2.169 1.732 0.299  0.28

HOMO energy   -0.29225 Ha
ΔE to the lowest compared entry with this formula, charge and spin   76.9 kcal/mol
HOMO-LUMO gap   8.502 eV

---

# 6
Here is a structure of composition C33H57N4OP2RuS at a distorted geometry from the Open Molecules 2025 dataset. Energies are from the ωB97M-V functional and the def2-TZVPD basis.

Last column: Mulliken spin population.
Element x y z (Å)
C 2.293 -1.233 -1.710  0.04
C 1.230 0.615 -2.691  -0.01
C 3.183 -1.322 -2.778  0.05
C 2.015 0.495 -3.839  0.08
C 3.024 -0.465 -3.863  0.00
H 3.950 -2.092 -2.739  0.00
H 1.830 1.179 -4.670  0.00
H 3.677 -0.544 -4.734  0.00
N 1.412 -0.227 -1.647  0.08
P 0.562 -2.296 0.187  0.01
P -0.016 2.262 -0.784  0.05
C 2.246 -2.265 -0.600  0.03
H 2.527 -3.256 -0.988  0.00
H 2.986 -2.009 0.178  0.01
C 0.144 1.601 -2.518  0.19
H 0.082 2.350 -3.305  -0.02
C -1.634 3.270 -0.738  -0.01
C 1.453 3.450 -0.712  0.01
C -0.448 -3.425 -0.955  0.00
C 0.867 -3.190 1.819  0.02
C -2.753 2.427 -0.104  0.02
H -2.550 2.209 0.952  -0.01
H -3.695 2.994 -0.166  0.00
H -2.889 1.471 -0.620  0.00
C -1.508 4.549 0.107  0.00
H -1.199 4.337 1.141  0.00
H -0.832 5.287 -0.336  0.00
H -2.505 5.016 0.156  0.00
C -2.066 3.644 -2.160  0.02
H -2.969 4.271 -2.092  0.00
H -1.311 4.226 -2.703  0.00
H -2.328 2.751 -2.740  -0.01
C 1.562 4.000 0.729  0.00
H 1.286 3.245 1.483  0.00
H 2.610 4.273 0.921  0.00
H 0.955 4.899 0.883  0.00
C 2.773 2.727 -1.031  -0.01
H 2.966 1.901 -0.341  0.00
H 2.807 2.360 -2.062  0.00
H 3.588 3.456 -0.911  0.00
C 1.288 4.584 -1.748  0.00
H 0.825 4.257 -2.688  0.00
H 0.734 5.446 -1.357  0.00
H 2.293 4.948 -2.014  0.00
C -0.492 -3.563 2.428  0.00
H -0.322 -3.968 3.439  0.00
H -1.132 -2.674 2.520  0.01
H -1.026 -4.327 1.851  0.00
C 1.577 -2.222 2.779  0.00
H 2.558 -1.908 2.398  0.00
H 0.963 -1.336 2.980  0.00
H 1.741 -2.745 3.735  0.00
C 1.769 -4.430 1.671  0.01
H 2.664 -4.224 1.070  0.00
H 2.108 -4.718 2.678  0.00
H 1.248 -5.295 1.252  0.00
C -0.128 -3.094 -2.418  -0.01
H 0.895 -3.377 -2.700  0.00
H -0.824 -3.648 -3.068  0.00
H -0.269 -2.024 -2.610  0.00
C -1.939 -3.134 -0.703  0.01
H -2.188 -2.104 -0.999  0.01
H -2.538 -3.828 -1.315  0.00
H -2.219 -3.272 0.349  0.00
C -0.169 -4.927 -0.761  0.01
H 0.895 -5.167 -0.895  0.00
H -0.523 -5.310 0.203  0.00
H -0.723 -5.472 -1.543  0.00
Ru 0.057 0.023 0.051  2.02
C 1.446 0.487 1.130  0.00
O 2.332 0.783 1.839  0.11
N -1.488 -0.156 -1.547  0.56
C -1.383 0.446 -2.607  -0.08
C -2.116 0.361 -3.978  0.10
C -1.633 1.389 -4.989  -0.01
C -1.807 -1.014 -4.558  -0.01
C -3.621 0.519 -3.707  0.01
H -1.804 2.417 -4.657  0.00
H -0.569 1.253 -5.212  0.00
H -2.192 1.248 -5.924  0.00
H -2.139 -1.804 -3.874  0.00
H -2.322 -1.150 -5.517  0.00
H -0.728 -1.124 -4.732  0.00
H -4.090 1.167 -4.458  0.00
H -4.107 -0.462 -3.740  0.00
H -3.817 0.950 -2.716  0.00
C -1.145 -0.897 4.942  0.01
N -0.747 0.401 4.407  0.05
C -0.206 1.438 5.152  0.03
C 0.004 2.477 4.308  0.04
N -0.376 2.044 3.048  0.04
C -0.840 0.769 3.108  0.02
S -1.480 -0.159 1.822  0.58
H -2.105 -1.196 4.508  0.00
H -0.393 -1.665 4.719  0.00
H -1.237 -0.798 6.028  0.00
H -0.038 1.334 6.210  0.00
H 0.390 3.467 4.480  0.00
H -0.393 2.625 2.213  -0.01

Charge   +3
Spin multiplicity   5
HOMO energy (spin up / spin down)   -0.54657 / -0.64432 Ha
HOMO-LUMO gap (spin up / spin down)   6.597 / 5.743 eV
⟨S²⟩   6.05